No. 1
ORCA calculation (ωB97M-V/def2-TZVPD) on C24H36N2O4 in the gas phase.

Geometry as XYZ:
```
66
Properties=species:S:1:pos:R:3:forces:R:3
C -1.6724 -3.0333 3.0585 0.0 -0.1 0.2
O -1.8922 -2.3009 1.8777 0.1 0.4 -0.4
C -1.2352 -1.1092 1.7082 -0.1 -0.1 -0.1
C -0.3177 -0.6050 2.6205 -0.1 -0.1 0.0
C 0.3446 0.5894 2.3933 0.0 0.1 -0.2
C 0.1121 1.3018 1.2295 -0.2 -0.1 0.2
C 0.7791 2.6263 1.0033 0.0 -0.1 0.0
O 0.3992 3.6283 1.5821 -0.1 0.1 0.2
N 1.8015 2.6319 0.1173 0.1 0.1 -0.2
C 2.5076 3.8674 -0.1338 -0.1 0.2 0.1
C 2.3438 1.4365 -0.4904 0.2 -0.4 0.2
C 3.4132 0.7769 0.3878 -0.1 -0.2 -0.2
C 3.9685 -0.5077 -0.2272 0.1 0.3 -0.1
C 4.8954 -0.2799 -1.4261 -0.1 -0.1 0.0
C 6.2759 0.2377 -1.0111 -0.1 0.1 0.0
C 7.0739 -1.0104 -0.6057 0.1 0.0 0.1
C 6.3613 -2.2052 -1.2647 0.0 -0.1 0.0
C 5.2480 -1.5976 -2.1224 0.0 0.1 0.0
C -0.8248 0.8225 0.3259 0.0 -0.2 0.2
C -1.5122 -0.3657 0.5430 0.1 0.2 0.1
O -2.3652 -0.7287 -0.4577 0.3 -0.1 0.0
C -3.5860 -1.4012 -0.1693 -0.8 -0.6 0.2
C -4.3177 -1.5466 -1.5065 0.3 0.4 0.2
C -4.7590 -0.1806 -2.0317 -0.1 -0.3 -0.4
N -5.5732 0.5008 -1.0463 0.3 0.0 -0.1
C -6.8981 0.6675 -1.2721 -0.2 0.2 0.2
C -7.7037 1.3193 -0.1657 -0.1 -0.1 -0.2
O -7.4136 0.3339 -2.3228 -0.3 -0.1 -0.2
C -4.8686 0.7320 0.1910 0.0 -0.1 0.4
C -4.4522 -0.6040 0.8137 0.3 0.2 -0.2
H -2.3110 -3.9117 2.9775 0.1 0.0 0.1
H -1.9562 -2.4612 3.9474 0.0 0.0 0.0
H -0.6294 -3.3532 3.1459 0.0 0.0 0.0
H -0.1031 -1.1494 3.5259 0.0 -0.1 0.1
H 1.0412 0.9631 3.1280 0.1 0.0 0.1
H 2.0149 4.6550 0.4333 0.1 0.0 -0.1
H 3.5496 3.7929 0.1835 0.0 0.0 0.0
H 2.4754 4.1104 -1.1980 0.0 0.0 0.0
H 1.5377 0.7219 -0.6693 0.1 0.1 -0.1
H 2.7696 1.7227 -1.4551 -0.1 0.0 0.0
H 2.9576 0.5399 1.3516 0.0 0.1 0.0
H 4.2231 1.4851 0.5685 0.0 0.1 0.1
H 3.1273 -1.1315 -0.5395 0.0 -0.1 0.0
H 4.5167 -1.0540 0.5408 0.0 -0.1 0.1
H 4.4112 0.4051 -2.1259 0.0 0.0 0.0
H 6.7494 0.7207 -1.8671 0.0 0.1 0.0
H 6.2263 0.9656 -0.2031 0.0 0.1 0.0
H 7.0862 -1.1227 0.4784 0.1 0.0 0.0
H 8.1090 -0.9316 -0.9355 0.0 0.0 0.1
H 7.0446 -2.8027 -1.8667 0.0 -0.1 0.0
H 5.9341 -2.8605 -0.5055 0.0 -0.1 0.0
H 5.6254 -1.3848 -3.1238 0.0 0.0 -0.1
H 4.3903 -2.2621 -2.2174 -0.1 0.0 -0.1
H -1.0457 1.3714 -0.5773 -0.1 0.0 -0.1
H -3.3764 -2.3943 0.2463 0.0 0.3 -0.1
H -3.6534 -2.0172 -2.2307 0.0 -0.1 0.0
H -5.1907 -2.1844 -1.3630 0.0 0.0 0.0
H -5.3566 -0.2912 -2.9374 0.2 0.1 0.1
H -3.8765 0.4300 -2.2452 -0.1 0.0 0.0
H -7.6926 0.7090 0.7346 0.0 0.0 0.1
H -8.7287 1.4149 -0.5133 0.0 0.0 0.0
H -7.3154 2.3087 0.0642 0.0 0.1 0.1
H -5.4810 1.2978 0.8898 0.0 0.0 -0.1
H -3.9680 1.3177 -0.0287 -0.1 0.0 0.1
H -3.8993 -0.4207 1.7360 0.0 -0.1 0.1
H -5.3379 -1.1950 1.0525 0.0 0.0 0.0
```
Forces are in eV/Å.

For the energy above the lowest of the compared OMol25 structures with the same formula, charge and spin, the calculation gives 34.4 kJ/mol. Its SMILES is COc1ccc(C(=O)N(C)CCCC2CCCC2)cc1OC1CCN(C(C)=O)CC1. The value obtained for the LUMO energy is 0.56 eV. Its charge is 0.

Here are the Mulliken charges for atoms 1 to 4, given in e:
1 C -1.04
2 O -0.30
3 C 0.83
4 C -0.79

=====

No. 2
ORCA calculation (ωB97M-V/def2-TZVPD) on C24H36N3RuSi2Te as an isolated structure.

Geometry as XYZ:
```
67
Properties=species:S:1:pos:R:3:forces:R:3
Ru -0.5127 -0.1556 0.6015 0.0 0.0 0.6
C 0.5661 -1.3558 -2.8747 0.0 0.1 0.0
Si 1.3996 -2.0875 -1.3763 0.0 -0.1 -0.1
C 2.9668 -1.2012 -0.9240 0.0 0.1 0.0
C 1.6287 -3.9099 -1.6330 0.0 0.0 0.0
C 0.0340 -1.9490 0.1052 0.0 -0.1 0.0
C -1.2924 -2.3495 -0.4435 0.0 0.2 0.0
C -1.9188 -3.5071 -0.8499 0.0 0.1 0.0
C -3.2002 -3.3773 -1.3853 0.0 0.0 0.0
C -3.8040 -2.1299 -1.4912 0.0 0.1 0.0
C -3.1286 -1.0102 -1.0315 -0.1 -0.1 0.0
N -1.9059 -1.1487 -0.5182 0.0 0.0 -0.1
Si 0.7261 -2.2950 1.9014 0.1 -0.4 -0.2
C 1.4041 -0.5594 2.3284 -0.1 0.2 0.0
C -0.5830 -2.9810 3.0335 -0.1 0.1 0.0
C 2.1268 -3.5034 1.8707 0.1 0.1 0.1
H 1.2534 -1.4592 -3.7196 0.0 0.0 0.0
H 0.3341 -0.2920 -2.7909 0.0 -0.1 0.0
H -0.3481 -1.8868 -3.1463 0.0 0.0 0.0
H 3.5773 -1.1523 -1.8308 0.0 0.0 0.0
H 3.5607 -1.7279 -0.1765 0.0 0.0 0.0
H 2.8227 -0.1712 -0.5908 0.0 0.1 0.0
H 2.2071 -4.0278 -2.5546 0.0 0.0 0.0
H 0.6889 -4.4399 -1.7874 0.0 0.0 0.0
H 2.1880 -4.3986 -0.8398 0.0 0.0 0.1
H -1.4385 -4.4712 -0.7628 0.0 0.0 0.0
H -3.7264 -4.2571 -1.7311 0.0 0.0 0.0
H -4.7876 -2.0211 -1.9252 0.0 0.0 0.0
H -3.5522 -0.0139 -1.0873 0.0 0.0 0.0
H 0.8604 0.4059 2.1938 0.1 0.0 -0.2
H 2.3646 -0.4295 1.8271 0.0 0.0 0.0
H 1.5867 -0.5523 3.4096 0.0 0.0 0.0
H -1.5954 -2.5714 2.9981 0.0 0.0 0.0
H -0.2442 -2.9360 4.0721 0.0 0.0 0.0
H -0.6921 -4.0418 2.7909 0.0 0.0 0.0
H 2.9923 -3.1736 1.2994 0.0 0.0 0.0
H 1.7920 -4.4688 1.4920 0.0 0.0 0.0
H 2.4561 -3.6608 2.9023 0.0 0.0 0.0
N -1.4391 1.3379 2.3332 0.1 0.0 0.1
N -1.9202 0.0326 2.0310 -0.2 0.1 -0.2
H -1.0447 1.3672 3.2700 0.0 0.0 0.0
H -2.1616 2.0493 2.2399 0.0 0.0 -0.1
H -2.8698 0.0693 1.6569 0.0 -0.1 0.1
H -1.9123 -0.6101 2.8271 0.1 0.1 0.0
Te -0.7035 1.8454 -1.1787 0.0 -0.3 -0.1
C -1.6144 3.4229 -0.1625 0.1 0.0 0.2
C -2.9287 3.6492 -0.5571 -0.2 0.0 0.0
C -3.6348 4.7059 0.0088 0.0 -0.1 0.0
C -3.0208 5.5231 0.9449 0.0 0.0 0.0
C -1.7027 5.2909 1.3292 0.0 0.0 0.0
C -0.9932 4.2336 0.7844 0.1 0.0 0.0
C 1.3380 2.2538 -1.2582 0.1 0.1 0.1
C 2.1006 2.5882 -0.1353 -0.1 -0.2 -0.1
C 3.4525 2.8407 -0.2947 0.1 0.0 0.0
C 4.0322 2.7578 -1.5586 0.0 0.0 0.0
C 3.2669 2.4205 -2.6696 0.1 0.0 0.1
C 1.9133 2.1625 -2.5276 -0.1 0.0 0.1
H -3.3997 3.0365 -1.3185 0.0 0.0 0.0
H -4.6536 4.8969 -0.2997 0.0 0.0 0.0
H -3.5635 6.3557 1.3719 0.0 0.0 0.0
H -1.2243 5.9465 2.0446 0.0 0.0 0.0
H 0.0335 4.0716 1.0821 0.0 0.0 0.0
H 1.6573 2.6439 0.8509 0.0 0.0 0.0
H 4.0578 3.1109 0.5612 0.0 0.0 0.0
H 5.0875 2.9678 -1.6784 0.0 0.0 0.0
H 3.7215 2.3741 -3.6506 0.0 0.0 0.0
H 1.3195 1.9234 -3.4018 0.0 0.0 0.0
```
Forces are in eV/Å.

For the energy above the lowest of the compared OMol25 structures with the same formula, charge and spin, the calculation gives 0.0 kJ/mol. The value obtained for the LUMO energy is -11.13 eV. Its charge is +3.

Here are the Mulliken charges for atoms 1 to 4, given in e:
1 Ru 0.11
2 C -0.73
3 Si 0.11
4 C -0.49

=====

- Which of these has the highest charge?
  C24H36N3RuSi2Te